Molecular formula: C5H10N2O
Method: DFT, the ωB97M-V functional and the def2-TZVPD basis

Structure (ORCA input):
```
! RIJCOSX wB97M-V def2-TZVPD def2/J DEFGRID3
* xyz 0 1
C -1.455 -0.396 1.428
C 0.718 0.664 0.515
C 0.980 -0.249 -0.500
N 2.172 -0.950 -0.674
N -0.751 0.432 -2.132
C -0.201 -0.494 -1.241
C -0.643 0.736 0.849
O 1.703 1.484 1.022
H 1.395 1.853 1.857
H 2.211 -1.581 -1.457
H 2.626 -1.293 0.160
H -0.577 1.392 -1.859
H -1.727 0.273 -2.348
H -0.420 -1.519 -1.550
H -1.014 1.716 1.164
H -1.514 -0.325 2.522
H -2.486 -0.378 1.063
H -1.016 -1.364 1.181
*
```

Relative energy (zero: lowest compared OMol25 entry of this formula, charge and spin) in kcal/mol: 76.4
HOMO energy (alpha / beta) in Eh: -0.251 / -0.251
Gap between HOMO and LUMO (alpha / beta) in eV: 7.742 / 7.743
SMILES: C/C=C(O)\C(N)=C/N

---

Molecular formula: C8H10N2O3
Method: DFT, the ωB97M-V functional and the def2-TZVPD basis

Structure (ORCA input):
```
! RIJCOSX wB97M-V def2-TZVPD def2/J DEFGRID3
* xyz 0 1
C -3.543 0.109 -0.322
C -2.954 -0.957 0.338
C -2.814 1.208 -0.685
C -1.578 -0.995 0.501
C -0.907 0.177 0.045
C 0.716 0.503 0.365
C 2.402 -0.968 -1.076
C 2.295 0.031 0.116
N -1.519 1.217 -0.413
N 3.364 0.734 0.438
O 0.801 1.746 0.939
O 1.450 -0.414 1.181
O -0.985 -2.066 1.115
H -4.622 0.053 -0.504
H -3.720 -1.756 0.680
H -3.080 2.074 -1.320
H 3.027 -1.986 -0.813
H 1.483 -1.174 -1.509
H 2.978 -0.358 -1.868
H 3.052 1.658 0.755
H 4.189 0.716 -0.143
H 0.011 2.225 0.697
H -0.044 -1.777 1.483
*
```

Relative energy (zero: lowest compared OMol25 entry of this formula, charge and spin) in kcal/mol: 84.4
HOMO energy in Eh: -0.305
Gap between HOMO and LUMO in eV: 9.113
SMILES: C[C@]1(N)O[C@]1(O)c1ncccc1O

---

Molecular formula: C2H9N3O
Method: DFT, the ωB97M-V functional and the def2-TZVPD basis

Structure (ORCA input):
```
! RIJCOSX wB97M-V def2-TZVPD def2/J DEFGRID3
* xyz 0 1
C -1.586 -0.721 0.683
N -0.478 0.031 0.131
C -0.124 -0.107 -1.180
N 1.241 0.404 -1.537
N -0.567 -1.002 -1.942
H -1.062 -1.557 1.223
H -2.119 0.086 1.217
H -2.392 -1.028 -0.044
H 0.386 0.167 0.720
H 1.105 1.323 -2.013
H 1.958 0.201 -0.838
H -0.200 -1.197 -2.873
H 1.701 1.640 1.597
H 0.759 0.847 2.774
O 1.377 0.914 2.083
*
```

Relative energy (zero: lowest compared OMol25 entry of this formula, charge and spin) in kcal/mol: 58.3
HOMO energy in Eh: -0.310
Gap between HOMO and LUMO in eV: 9.022
SMILES: [H]/N=C(\N)NC.O

---

Molecular formula: CH3N2O2P
Method: DFT, the ωB97M-V functional and the def2-TZVPD basis

Structure (ORCA input):
```
! RIJCOSX wB97M-V def2-TZVPD def2/J DEFGRID3
* xyz 0 1
C -1.357 -0.143 0.108
N 0.888 1.483 0.158
N 0.975 -1.258 -0.345
O 1.953 2.020 0.337
O 2.092 -1.424 -0.830
P 0.443 -0.060 0.717
H -2.022 0.622 0.439
H -1.752 -1.168 0.400
H -1.219 -0.072 -0.984
*
```

Relative energy (zero: lowest compared OMol25 entry of this formula, charge and spin) in kcal/mol: 159.6
HOMO energy (alpha / beta) in Eh: -0.328 / -0.326
Gap between HOMO and LUMO (alpha / beta) in eV: 7.705 / 7.695
SMILES: CP(N=O)N=O

---

Molecular formula: C44H117N5O13S13
Method: DFT, the ωB97M-V functional and the def2-TZVPD basis

Structure (ORCA input):
```
! RIJCOSX wB97M-V def2-TZVPD def2/J DEFGRID3
* xyz 0 1
C 0.342 -1.568 4.374
C -1.036 -2.171 4.195
N -2.008 -2.019 5.368
C -2.187 -0.553 5.610
C -2.700 -0.285 6.992
C -3.337 -2.639 5.029
C -3.286 -4.166 4.705
H 0.445 -0.487 4.279
H 0.912 -1.953 3.528
H 0.741 -1.952 5.313
H -1.521 -1.840 3.277
H -1.005 -3.231 3.943
H -1.190 -0.115 5.644
H -2.858 -0.099 4.881
H -2.587 0.742 7.338
H -3.779 -0.428 7.032
H -2.244 -0.954 7.722
H -3.618 -2.095 4.127
H -4.112 -2.341 5.735
H -4.115 -4.647 4.186
H -3.179 -4.739 5.627
H -2.434 -4.477 4.101
C -3.612 3.135 5.524
C -2.923 3.014 4.103
N -1.545 2.535 4.103
C -0.742 3.677 4.568
C 0.638 3.324 5.117
C -1.076 2.035 2.796
C -1.870 0.897 2.215
H -4.625 3.507 5.374
H -3.074 3.788 6.211
H -3.645 2.112 5.898
H -3.525 2.368 3.464
H -2.795 3.946 3.552
H -0.696 4.466 3.817
H -1.180 4.181 5.430
H 1.385 3.222 4.329
H 0.956 4.218 5.653
H 0.722 2.460 5.775
H 0.003 1.883 2.803
H -1.054 2.882 2.110
H -1.479 0.684 1.220
H -2.930 1.126 2.114
H -1.892 -0.043 2.765
C 0.270 -0.293 -1.041
C 1.095 -0.732 0.104
N 1.721 -1.075 1.023
H 0.997 0.256 -1.639
H -0.462 0.406 -0.637
H -0.218 -1.111 -1.572
C -0.181 -3.368 -7.872
C -0.058 -3.402 -6.422
N 0.069 -3.418 -5.281
H 0.550 -4.103 -8.207
H 0.230 -2.412 -8.198
H -1.195 -3.481 -8.255
C 2.655 4.399 -0.607
C 2.844 3.097 -0.012
N 3.021 2.047 0.438
H 3.602 4.887 -0.839
H 2.103 5.100 0.019
H 2.033 4.238 -1.488
C 4.276 -7.049 -1.063
S 3.927 -5.552 0.057
O 4.702 -4.314 -0.459
C 2.184 -5.162 -0.363
H 5.196 -7.510 -0.703
H 4.616 -6.689 -2.034
H 3.505 -7.815 -1.149
H 1.397 -5.708 0.157
H 2.117 -5.424 -1.418
H 1.957 -4.095 -0.356
C -5.404 0.103 1.331
S -6.484 -0.627 2.542
O -7.858 0.047 2.471
C -6.632 -2.311 1.698
H -5.038 1.100 1.576
H -5.909 0.225 0.373
H -4.593 -0.608 1.175
H -7.269 -2.252 0.816
H -7.242 -2.919 2.366
H -5.652 -2.735 1.478
C -3.764 -0.704 -7.247
S -3.328 0.435 -5.850
O -4.369 0.219 -4.711
C -1.694 -0.302 -5.285
H -4.783 -0.457 -7.544
H -3.688 -1.709 -6.833
H -3.163 -0.572 -8.147
H -1.561 -0.036 -4.236
H -0.966 0.276 -5.854
H -1.767 -1.384 -5.394
C -3.248 7.638 -0.432
S -1.631 6.889 -0.928
O -0.661 7.976 -0.490
C -1.452 5.674 0.419
H -4.017 6.871 -0.342
H -3.648 8.408 -1.092
H -3.002 8.129 0.510
H -1.189 6.235 1.317
H -0.780 4.844 0.201
H -2.452 5.262 0.555
C 0.241 4.470 -5.024
S 0.657 6.067 -5.800
O 1.184 7.001 -4.710
C 2.131 5.392 -6.696
H 0.561 4.619 -3.993
H 0.784 3.648 -5.491
H -0.819 4.216 -5.031
H 2.520 6.173 -7.350
H 1.860 4.580 -7.371
H 2.896 4.910 -6.087
C 6.066 2.010 6.107
S 4.337 1.445 6.055
O 3.534 2.271 7.053
C 3.889 2.239 4.406
H 6.230 3.040 5.791
H 6.592 1.249 5.530
H 6.372 1.810 7.134
H 4.599 1.865 3.669
H 3.805 3.324 4.453
H 2.920 1.874 4.067
C -0.830 -3.956 0.946
S -2.490 -3.097 1.069
O -2.454 -1.605 0.635
C -3.075 -4.165 -0.361
H -0.882 -4.923 1.447
H -0.069 -3.426 1.519
H -0.515 -4.125 -0.084
H -4.122 -4.019 -0.627
H -3.058 -5.183 0.027
H -2.467 -4.055 -1.260
C -3.537 1.739 -1.278
S -2.261 3.039 -1.494
O -0.921 2.361 -1.816
C -2.890 3.869 -3.065
H -3.621 1.074 -2.138
H -4.412 2.389 -1.266
H -3.314 1.205 -0.355
H -2.307 4.690 -3.480
H -3.941 4.137 -2.954
H -2.886 3.131 -3.868
C 3.773 1.660 -2.922
S 2.794 1.725 -4.487
O 3.465 2.825 -5.301
C 3.425 0.171 -5.214
H 4.835 1.598 -3.156
H 3.412 0.795 -2.365
H 3.570 2.611 -2.430
H 3.054 0.039 -6.230
H 3.064 -0.698 -4.663
H 4.492 0.254 -5.422
C 4.140 -2.966 2.942
S 4.346 -2.669 4.772
O 4.342 -4.020 5.442
C 6.135 -2.117 4.698
H 4.142 -2.040 2.366
H 3.204 -3.518 2.859
H 4.994 -3.558 2.615
H 6.152 -1.162 4.173
H 6.646 -2.867 4.095
H 6.639 -2.023 5.660
C 6.706 1.706 -0.001
S 6.937 0.015 0.704
O 6.988 0.016 2.224
C 5.374 -0.658 0.077
H 6.209 1.726 -0.971
H 7.678 2.141 -0.234
H 6.231 2.421 0.670
H 4.544 -0.080 0.483
H 5.186 -1.699 0.339
H 5.315 -0.535 -1.005
C -4.760 -3.093 -3.649
S -6.294 -2.637 -2.740
O -6.267 -3.687 -1.628
C -5.797 -1.007 -2.015
H -4.890 -3.914 -4.353
H -3.989 -3.307 -2.909
H -4.486 -2.264 -4.301
H -5.427 -0.234 -2.689
H -4.958 -1.102 -1.327
H -6.695 -0.706 -1.475
C 3.463 -5.034 -5.901
S 4.470 -3.707 -5.305
O 4.264 -2.479 -6.198
C 3.477 -3.542 -3.733
H 3.834 -5.578 -6.769
H 2.452 -4.691 -6.123
H 3.396 -5.828 -5.157
H 3.685 -4.454 -3.173
H 2.453 -3.222 -3.928
H 3.987 -2.724 -3.224
*
```

HOMO energy in Eh: -0.296
Gap between HOMO and LUMO in eV: 7.530

---

Molecular formula: C13H17N5O2S2
Method: DFT, the ωB97M-V functional and the def2-TZVPD basis

Structure (ORCA input):
```
! RIJCOSX wB97M-V def2-TZVPD def2/J DEFGRID3
* xyz 0 1
C -0.838 3.667 -0.893
C -0.960 2.190 -0.775
C -0.297 1.261 -1.536
S -0.753 -0.353 -1.046
C -1.765 0.382 0.163
N -1.764 1.669 0.188
N -2.476 -0.389 1.048
C -2.362 -1.747 1.054
O -1.741 -2.337 0.193
C -2.987 -2.424 2.242
H -3.686 -1.785 2.779
H -3.449 -3.368 1.961
S -1.600 -2.873 3.375
C -0.550 -1.507 3.048
N -0.783 -0.266 3.401
C 0.242 0.454 2.888
C 1.103 -0.372 2.218
N 0.590 -1.630 2.322
C 1.090 -2.827 1.708
H 2.116 -2.664 1.384
H 1.057 -3.651 2.421
H 0.471 -3.083 0.844
H 2.019 -0.175 1.702
H 0.288 1.515 3.029
H -2.915 0.111 1.810
C 0.542 1.542 -2.721
O 0.184 2.361 -3.553
N 1.701 0.854 -2.840
C 2.253 -0.015 -1.832
H 1.900 0.277 -0.845
H 1.981 -1.060 -2.011
H 3.341 0.070 -1.853
C 2.477 0.989 -4.050
H 1.931 1.641 -4.730
H 3.453 1.430 -3.835
H 2.620 0.012 -4.516
H -1.805 4.123 -0.698
H -0.130 4.045 -0.155
H -0.496 3.932 -1.888
*
```

Relative energy (zero: lowest compared OMol25 entry of this formula, charge and spin) in kcal/mol: 0.0
HOMO energy in Eh: -0.309
Gap between HOMO and LUMO in eV: 8.855
SMILES: Cc1nc(NC(=O)CSc2nccn2C)sc1C(=O)N(C)C

---

| no. | electronic energy (Eh) |
| --- | --- |
| 1 | -381.1637 |
| 2 | -645.9761 |
| 3 | -321.0389 |
| 4 | -641.0491 |
| 5 | -8174.3583 |
| 6 | -1726.2570 |